1.
Density functional theory data (ωB97M-V/def2-TZVPD) for a molecular structure, C40H39Cl2FeN9O3P.

Its expectation value of S² is 8.775. As for the spin multiplicity: 6. The HOMO-LUMO gap (spin up / spin down) is 5.8 / 6.4 eV. The largest force on an atom comes out at 0.049 hartree/bohr. The value obtained for the HOMO energy (spin up / spin down) is -5.71 / -6.65 eV. The calculation puts the energy at -4791.6266 Ha. The energy above the lowest of the compared OMol25 structures with the same formula, charge and spin comes out at 99.9 kJ/mol.

CARTESIAN COORDINATES (ANGSTROEM)
Fe: 1.402 0.192 -0.676
C: -1.060 1.845 3.958
N: -1.022 0.880 2.903
C: -1.893 0.882 1.872
C: -1.619 -0.171 1.075
N: -0.566 -0.885 1.634
C: -0.158 -0.195 2.784
P: 1.570 0.214 3.372
C: 2.611 -0.893 2.374
N: 2.611 -1.098 1.067
C: 3.722 -1.837 0.802
C: 4.395 -2.092 1.961
N: 3.688 -1.489 2.955
C: 4.063 -1.413 4.338
C: 2.015 1.681 2.382
N: 2.128 1.720 1.065
C: 2.365 3.010 0.740
C: 2.417 3.768 1.873
N: 2.210 2.919 2.916
C: 2.275 3.270 4.304
H: -2.021 1.789 4.478
H: -0.948 2.845 3.531
H: -0.265 1.643 4.675
H: -2.642 1.636 1.759
H: -2.104 -0.448 0.166
H: 3.972 -2.124 -0.199
H: 5.288 -2.652 2.154
H: 4.708 -2.253 4.590
H: 3.175 -1.437 4.971
H: 4.600 -0.482 4.535
H: 2.458 3.306 -0.286
H: 2.564 4.818 2.012
H: 3.100 3.966 4.473
H: 2.444 2.366 4.890
H: 1.349 3.744 4.636
Cl: -0.424 -0.472 -6.963
C: 0.603 -0.161 -5.600
C: 1.519 -1.125 -5.193
C: 2.331 -0.877 -4.113
C: 2.261 0.342 -3.392
C: 3.071 0.591 -2.260
C: 1.310 1.294 -3.843
C: 0.488 1.043 -4.914
H: 1.585 -2.066 -5.721
H: 3.033 -1.632 -3.790
H: 3.245 1.633 -2.006
H: 3.927 -0.060 -2.123
H: 1.216 2.221 -3.298
H: -0.233 1.780 -5.236
N: 1.635 -3.159 -1.371
C: 0.572 -2.740 -2.118
C: 0.000 -3.567 -3.093
C: -1.056 -3.084 -3.829
C: -1.512 -1.791 -3.588
C: -0.882 -1.040 -2.620
N: 0.131 -1.499 -1.885
H: 1.744 -4.154 -1.260
H: 1.799 -2.603 -0.542
H: 0.402 -4.558 -3.245
H: -1.537 -3.697 -4.578
H: -2.325 -1.379 -4.160
H: -1.186 -0.028 -2.397
N: 0.436 -7.416 0.229
C: 0.217 -6.322 0.514
C: -0.010 -4.977 0.837
C: -0.925 -4.213 0.095
C: -1.100 -2.881 0.360
C: -0.372 -2.231 1.378
C: 0.463 -3.028 2.184
C: 0.650 -4.360 1.911
H: -1.495 -4.680 -0.695
H: -1.820 -2.344 -0.233
H: 0.936 -2.598 3.055
H: 1.289 -4.958 2.542
C: -4.732 1.335 -2.355
C: -4.745 1.962 -0.996
C: -5.788 1.751 -0.113
C: -5.786 2.365 1.131
Cl: -7.102 2.082 2.225
C: -4.749 3.194 1.508
C: -3.691 3.405 0.637
C: -3.673 2.791 -0.612
O: -2.688 2.929 -1.529
C: -1.494 3.607 -1.185
C: -0.638 2.775 -0.172
O: -0.517 3.196 0.977
O: -0.178 1.712 -0.655
H: -5.483 0.553 -2.433
H: -3.750 0.918 -2.570
H: -4.935 2.094 -3.110
H: -6.610 1.110 -0.394
H: -4.759 3.668 2.478
H: -2.870 4.028 0.954
H: -1.693 4.607 -0.788
H: -0.939 3.684 -2.122

Forces on the atoms, in the same order (eV/Å):
Fe 0.7 0.7 0.1
C -0.1 0.3 0.2
N 0.1 -0.3 0.1
C -0.2 -0.7 -0.8
C -1.0 0.8 0.1
N 0.5 0.0 -0.3
C 1.2 -0.1 1.1
P -0.6 -0.2 -0.6
C -0.1 0.1 0.2
N -0.4 0.3 -0.2
C 0.1 -0.1 0.0
C 0.1 -0.2 -0.2
N -0.4 -0.1 -0.6
C 0.2 0.1 0.7
C 0.1 -0.2 0.0
N -0.3 -0.4 -0.2
C 0.2 0.3 0.2
C 0.1 0.1 -0.4
N -0.1 -0.3 -0.6
C 0.0 0.2 0.6
H 0.1 0.0 0.1
H 0.1 0.0 0.1
H 0.0 0.0 0.0
H -0.1 0.1 0.0
H -0.1 -0.1 -0.2
H 0.1 -0.1 -0.2
H 0.2 0.0 0.0
H 0.0 0.0 -0.1
H 0.1 0.0 -0.1
H 0.0 -0.1 0.0
H 0.1 0.2 -0.2
H 0.1 0.3 0.1
H -0.1 -0.1 0.0
H 0.0 0.1 0.0
H 0.0 0.0 0.0
Cl -0.2 -0.1 -0.2
C 0.1 0.1 0.3
C -0.3 0.2 -0.3
C 0.1 0.6 0.4
C -0.7 -0.1 -1.6
C -0.7 -0.3 2.4
C 0.5 -0.5 0.4
C 0.0 -0.3 -0.5
H 0.0 0.0 -0.1
H 0.1 -0.1 0.0
H 0.2 0.1 -0.1
H 0.1 0.1 0.0
H 0.0 0.2 0.0
H -0.1 0.0 0.0
N 0.3 0.1 0.0
C 0.1 0.1 -0.2
C 0.0 0.1 0.1
C 0.0 0.0 0.2
C -0.1 0.1 0.0
C -0.3 0.0 -0.2
N 0.6 0.5 0.4
H 0.0 0.1 0.1
H 0.0 -0.3 0.0
H 0.0 -0.1 0.0
H 0.0 0.0 -0.1
H -0.1 0.1 -0.1
H -0.1 0.2 0.0
N 0.0 -0.1 0.0
C 0.3 -1.0 -0.2
C -0.4 1.4 0.3
C 0.3 -0.4 0.3
C -0.1 0.3 0.3
C -0.2 -0.8 0.1
C -0.1 0.4 0.0
C -0.2 -0.4 -0.3
H 0.0 0.0 -0.1
H 0.0 0.0 0.0
H 0.0 0.0 0.0
H 0.1 0.0 0.1
C 0.0 0.0 0.0
C 0.3 0.1 0.0
C 0.1 0.1 0.1
C 0.1 0.0 0.0
Cl -0.1 0.0 0.1
C -0.2 -0.1 -0.1
C 0.1 0.1 -0.3
C -0.4 -0.1 0.3
O -0.2 -0.1 -0.3
C 0.6 -0.1 0.3
C -0.6 0.8 -0.2
O 0.0 0.2 0.4
O 0.8 -1.6 -0.8
H -0.1 0.0 0.0
H 0.0 -0.1 -0.1
H 0.0 0.0 -0.1
H -0.1 -0.1 0.0
H 0.0 0.0 0.1
H 0.1 0.0 0.0
H -0.1 -0.1 0.0
H -0.1 0.0 0.1

2.
Density functional theory data (ωB97M-V/def2-TZVPD) for 2 unconnected molecules or ions with the total composition Cl2O8.

Its charge is -2. The HOMO-LUMO gap is 7.8 eV. The largest force on an atom comes out at 0.158 hartree/bohr. The value obtained for the HOMO energy is -1.46 eV. The calculation puts the energy at -1521.7761 Ha. The energy above the lowest of the compared OMol25 structures with the same formula, charge and spin comes out at 193.2 kJ/mol.

CARTESIAN COORDINATES (ANGSTROEM)
Cl: -16.106 -17.411 18.968
O: -15.437 -17.776 20.138
O: -15.488 -17.860 17.736
O: -17.420 -17.824 18.989
O: -15.885 -15.931 19.206
Cl: -14.595 -21.517 19.806
O: -14.746 -20.692 18.571
O: -13.401 -22.317 19.622
O: -14.324 -20.490 20.790
O: -15.802 -22.098 20.223

Forces on the atoms, in the same order (eV/Å):
Cl 5.1 4.3 0.8
O 1.4 -3.9 2.0
O -0.2 0.5 0.3
O -4.4 -0.7 -0.3
O -2.0 0.4 -3.0
Cl 2.4 7.6 -1.7
O -0.6 -2.5 0.4
O -0.7 -1.8 0.4
O 0.9 -0.8 1.3
O -1.7 -3.1 -0.2

3.
Density functional theory data (ωB97M-V/def2-TZVPD) for 2 unconnected molecules or ions with the total composition C4H9NO.

Its charge is +1. Its expectation value of S² is 0.785. As for the spin multiplicity: 2. The HOMO-LUMO gap (spin up / spin down) is 9.5 / 6.9 eV. The largest force on an atom comes out at 0.074 hartree/bohr. The value obtained for the HOMO energy (spin up / spin down) is -14.18 / -14.27 eV. The calculation puts the energy at -287.4497 Ha. The energy above the lowest of the compared OMol25 structures with the same formula, charge and spin comes out at 134.2 kJ/mol.

CARTESIAN COORDINATES (ANGSTROEM)
N: 1.709 0.560 1.505
C: 0.428 0.715 1.026
C: 0.143 1.400 -0.108
C: -1.038 1.125 -0.870
C: -1.084 1.237 -2.223
H: 2.184 1.449 1.674
H: 1.793 0.074 2.385
H: -0.273 0.538 1.837
H: 0.896 1.862 -0.749
H: -1.936 0.742 -0.379
H: -1.739 0.648 -2.851
H: -0.251 1.771 -2.675
H: 0.108 -4.470 0.746
H: -0.350 -3.846 -0.548
O: -0.413 -3.728 0.413

Forces on the atoms, in the same order (eV/Å):
N -0.9 1.2 0.3
C 1.7 0.5 3.3
C -1.0 0.2 -3.5
C -1.0 0.0 1.8
C 1.4 0.1 -0.3
H 0.7 -0.2 -1.2
H -0.4 -0.5 0.1
H -0.9 -1.2 -1.0
H 0.4 -0.1 0.6
H 0.5 -0.3 0.1
H -0.4 0.4 0.1
H -0.2 -0.1 -0.4
H -0.1 0.1 0.1
H -0.1 0.1 0.3
O 0.3 -0.2 -0.4